No. 1
{"formula": "C3H5N3", "method": "the ωB97M-V functional and the def2-TZVPD basis", "orbital_gap_ev": 10.00, "total_energy_ev": -7659.0197, "e_lumo_ev": 0.722, "species": ["C", "N", "C", "N", "C", "N", "H", "H", "H", "H", "H"], "xyz": [[0.432334, -0.061639, -1.475574], [-0.050351, -0.025190, -0.119205], [-0.135101, -0.969459, 0.843502], [-0.564259, -0.470468, 1.975510], [-0.827047, 0.868628, 1.660055], [-0.558382, 1.101934, 0.351554], [-0.412303, 0.077797, -2.149601], [1.158205, 0.741333, -1.635870], [0.909926, -1.022324, -1.657035], [0.130643, -1.997351, 0.636131], [-0.083666, 1.756738, 1.570532]], "forces_ev_per_a": [[0.009, -0.214, -0.317], [-0.584, -0.496, -0.396], [-0.060, -0.122, 0.025], [0.468, 0.586, -0.212], [0.955, 0.280, -0.976], [0.106, -0.395, -1.060], [0.136, -0.066, -0.110], [-0.154, -0.160, 0.113], [-0.037, 0.015, -0.063], [-0.045, 0.047, 0.133], [-0.795, 0.525, 2.862]]}


No. 2
{"formula": "C46H60N3O6RhS3Se", "method": "the ωB97M-V functional and the def2-TZVPD basis", "orbital_gap_ev": 7.18, "total_energy_ev": -166293.7173, "e_lumo_ev": -0.600, "species": ["Rh", "C", "C", "C", "C", "C", "C", "C", "Se", "C", "C", "C", "C", "C", "C", "O", "C", "C", "C", "C", "C", "C", "C", "C", "C", "O", "C", "C", "C", "C", "C", "C", "H", "H", "H", "H", "H", "H", "H", "H", "H", "H", "H", "H", "H", "H", "H", "H", "H", "H", "H", "H", "H", "H", "H", "H", "H", "H", "H", "H", "H", "H", "H", "H", "H", "H", "H", "H", "H", "H", "H", "H", "C", "C", "N", "C", "C", "S", "C", "C", "S", "C", "N", "C", "H", "H", "H", "H", "H", "H", "H", "H", "C", "C", "C", "C", "C", "C", "C", "S", "O", "O", "N", "C", "C", "C", "O", "O", "H", "H", "H", "H", "H", "H", "H", "H", "H", "H", "H", "H"], "xyz": [[-0.326791, -1.339176, -1.125431], [4.949283, -4.034170, 4.262887], [3.493841, -3.566681, 4.285548], [3.381736, -2.400485, 5.279447], [2.615833, -4.732140, 4.762160], [3.014465, -3.101101, 2.910989], [1.729466, -2.604001, 2.751553], [1.301725, -2.190943, 1.505467], [-0.491426, -1.568096, 1.303366], [-0.205313, 0.273945, 1.646952], [-0.345327, 0.716853, 2.955122], [-0.112144, 2.042420, 3.249912], [0.240505, 2.855860, 2.170707], [0.354065, 2.449837, 0.848137], [0.132517, 1.069854, 0.557361], [0.223358, 0.565309, -0.666120], [0.746572, 3.547873, -0.166086], [2.192888, 3.966208, 0.141720], [-0.195531, 4.753532, -0.005311], [0.678355, 3.142503, -1.636442], [-0.246236, 2.633197, 4.651959], [1.064969, 3.340608, 5.028985], [-0.528467, 1.555166, 5.697937], [-1.404317, 3.640352, 4.653719], [2.086998, -2.226658, 0.341199], [1.626534, -1.800386, -0.816438], [3.390336, -2.761835, 0.485845], [3.796058, -3.160867, 1.759897], [4.404790, -2.960085, -0.659831], [4.795814, -4.445578, -0.717609], [5.646450, -2.104900, -0.362510], [3.901024, -2.569498, -2.054165], [5.240858, -4.363312, 5.261802], [5.619723, -3.224557, 3.966865], [5.091728, -4.875141, 3.580854], [3.733275, -2.707233, 6.267520], [2.351140, -2.055662, 5.378796], [3.988227, -1.557477, 4.942897], [2.950458, -5.084750, 5.740839], [2.673465, -5.566305, 4.059353], [1.569752, -4.433249, 4.849674], [1.042441, -2.538973, 3.589197], [-0.624548, 0.005057, 3.722279], [0.435381, 3.900183, 2.381275], [2.305842, 4.286373, 1.178624], [2.502603, 4.787779, -0.509212], [2.867597, 3.122903, -0.022970], [-0.115257, 5.223718, 0.974422], [-1.233770, 4.449440, -0.157418], [0.046448, 5.509117, -0.756331], [1.321270, 2.295490, -1.864880], [0.995598, 3.995241, -2.243389], [-0.342784, 2.892135, -1.912825], [1.911405, 2.666620, 4.883407], [1.044217, 3.647665, 6.077196], [1.232056, 4.230964, 4.421297], [0.277669, 0.818114, 5.730747], [-1.470343, 1.039304, 5.500469], [-0.601516, 2.017003, 6.683888], [-1.216695, 4.461102, 3.959435], [-1.546175, 4.063053, 5.651594], [-2.332768, 3.151863, 4.351392], [4.802180, -3.546508, 1.852812], [5.295387, -4.776137, 0.193994], [5.474983, -4.623311, -1.555176], [3.907229, -5.065602, -0.859482], [6.124861, -2.394262, 0.574365], [5.367444, -1.052025, -0.290429], [6.381434, -2.210898, -1.164452], [3.037046, -3.164525, -2.351622], [4.706150, -2.746163, -2.773357], [3.615523, -1.521385, -2.103053], [-0.051486, -4.843436, 0.395986], [0.172131, -4.559563, -1.049372], [-0.221645, -3.507209, -1.715260], [0.114640, -3.595513, -3.056728], [0.779139, -4.719890, -3.401474], [0.993959, -5.709079, -2.028115], [-0.246784, -2.483052, -3.912155], [-0.393007, -2.444523, -5.254119], [-0.841814, -0.866056, -5.737358], [-0.818595, -0.332528, -4.103552], [-0.491244, -1.284578, -3.283356], [-1.139004, 1.046838, -3.683189], [-0.828018, -4.192503, 0.789799], [0.864707, -4.678599, 0.964098], [-0.356912, -5.880970, 0.527306], [1.158319, -5.002028, -4.369434], [-0.288096, -3.246385, -5.965708], [-0.689059, 1.779216, -4.352112], [-0.770665, 1.185070, -2.671152], [-2.218026, 1.194124, -3.692994], [-5.002689, 2.486702, -7.319297], [-5.246243, 2.667666, -5.844156], [-5.767168, 1.636734, -5.064337], [-5.991023, 1.808691, -3.703588], [-5.663229, 3.021732, -3.115120], [-5.140635, 4.060536, -3.875274], [-4.941684, 3.879957, -5.232734], [-6.046108, 3.355527, -1.408650], [-7.477478, 3.328533, -1.354545], [-5.330123, 4.551946, -1.059525], [-5.532154, 2.190346, -0.381100], [-4.134607, 2.155779, 0.107319], [-3.049612, 1.532002, -0.774877], [-3.319171, 0.048388, -1.068144], [-4.464750, -0.314795, -1.325176], [-2.327881, -0.779146, -0.971250], [-5.177907, 1.456638, -7.624840], [-3.976767, 2.753824, -7.579476], [-5.663642, 3.130940, -7.902424], [-6.015808, 0.688685, -5.527409], [-6.405756, 1.003640, -3.113660], [-4.908231, 4.998847, -3.389342], [-4.553096, 4.696371, -5.831622], [-5.824941, 1.261136, -0.680570], [-4.149471, 1.603648, 1.047819], [-3.887571, 3.193244, 0.322206], [-2.097787, 1.609755, -0.262619], [-2.974566, 2.070749, -1.720025]], "forces_ev_per_a": [[0.276, 0.168, 2.374], [-0.042, 0.010, -0.024], [-0.025, 0.065, 0.001], [0.022, -0.038, -0.026], [0.030, 0.010, -0.003], [0.036, -0.013, 0.008], [-0.030, -0.026, -0.039], [-0.045, 0.072, 0.079], [0.188, 0.060, -0.941], [-0.227, -0.076, 0.170], [0.044, -0.068, -0.003], [0.009, 0.031, 0.027], [-0.014, -0.001, -0.009], [0.007, -0.029, -0.259], [-0.026, 0.149, -0.049], [-0.383, -0.166, -0.577], [0.077, -0.062, 0.182], [0.002, -0.026, -0.014], [0.040, -0.021, -0.031], [0.038, -0.009, 0.027], [0.057, 0.044, -0.113], [-0.043, -0.053, 0.021], [0.025, 0.018, -0.049], [0.007, -0.023, 0.048], [-0.149, -0.024, 0.066], [-0.096, 0.062, -0.829], [0.055, -0.062, -0.121], [0.004, 0.019, -0.023], [-0.064, 0.081, 0.072], [0.035, 0.026, 0.009], [-0.008, -0.024, -0.022], [0.008, 0.000, 0.004], [0.005, 0.009, -0.003], [0.019, -0.032, -0.013], [0.017, 0.006, 0.012], [-0.017, 0.006, -0.004], [0.014, 0.000, 0.011], [-0.011, 0.008, 0.026], [-0.022, 0.007, -0.002], [-0.008, -0.001, 0.013], [0.007, -0.013, 0.000], [0.034, -0.025, 0.008], [-0.022, 0.019, -0.009], [-0.022, -0.019, 0.002], [0.007, 0.028, -0.021], [-0.016, -0.006, -0.001], [0.013, 0.027, 0.006], [-0.029, 0.016, -0.024], [0.001, 0.017, 0.024], [0.010, 0.007, 0.023], [-0.017, -0.030, 0.005], [-0.028, -0.007, 0.012], [-0.021, 0.058, -0.008], [0.019, 0.021, 0.044], [-0.013, 0.039, -0.023], [0.015, -0.012, -0.002], [-0.030, -0.018, 0.015], [0.013, -0.010, 0.015], [-0.011, -0.014, 0.000], [-0.008, -0.004, 0.006], [0.015, 0.012, -0.015], [-0.008, 0.019, 0.020], [-0.021, -0.020, -0.006], [-0.010, -0.015, -0.015], [0.003, 0.008, 0.013], [0.019, -0.007, -0.016], [0.003, 0.020, -0.009], [0.026, 0.001, -0.002], [-0.008, -0.015, 0.010], [0.001, 0.018, -0.005], [0.007, -0.024, 0.026], [-0.009, -0.003, -0.015], [0.056, 0.003, -0.021], [-0.091, -0.094, -0.061], [-0.230, 0.539, 0.007], [0.058, -0.207, 0.160], [0.049, -0.136, -0.056], [-0.149, 0.036, 0.046], [-0.059, 0.106, -0.019], [-0.038, 0.003, -0.180], [-0.051, 0.086, 0.059], [0.012, -0.074, -0.311], [0.622, 0.149, 0.707], [-0.061, 0.067, -0.054], [-0.060, -0.056, -0.022], [-0.006, -0.016, 0.003], [-0.045, 0.012, 0.011], [0.011, 0.046, 0.009], [0.008, 0.001, 0.035], [0.029, 0.022, 0.029], [-0.002, -0.014, 0.014], [-0.123, 0.017, -0.018], [-0.045, 0.020, 0.046], [0.058, -0.115, -0.016], [-0.019, 0.039, 0.072], [0.124, 0.084, -0.094], [0.200, -0.163, 0.088], [0.027, -0.007, 0.133], [-0.015, 0.004, -0.001], [-0.199, 0.370, 0.377], [-0.101, -0.167, -0.010], [0.104, 0.011, 0.028], [0.658, -0.514, -0.573], [-0.166, 0.326, -0.055], [-0.467, -0.367, -0.156], [0.268, -0.052, 0.030], [0.073, 0.138, -0.001], [-0.229, -0.456, -0.452], [-0.004, -0.014, -0.020], [-0.016, -0.015, -0.005], [0.002, -0.018, -0.006], [0.023, 0.012, 0.007], [0.005, -0.055, 0.036], [0.017, -0.018, -0.031], [0.028, -0.018, 0.028], [-0.095, 0.020, 0.046], [-0.148, 0.089, 0.072], [0.152, -0.019, 0.116], [0.121, 0.167, 0.055], [-0.013, 0.061, -0.103]]}


No. 3
{"formula": "C5H4N", "method": "the ωB97M-V functional and the def2-TZVPD basis", "orbital_gap_ev": 7.94, "total_energy_ev": -6724.5611, "e_lumo_ev": -7.961, "charge": 1, "species": ["C", "C", "C", "C", "C", "N", "H", "H", "H", "H"], "xyz": [[-1.598360, -0.637432, -0.063971], [-2.856262, -0.213053, 0.042282], [-1.526442, 0.967834, -0.020952], [0.556761, 0.095578, -0.037137], [-0.193735, -1.088092, 0.019325], [-0.291871, 1.242024, 0.052416], [-2.333270, 1.830187, -0.017899], [1.447665, 0.253792, 0.663184], [1.440826, 0.179649, -0.718200], [0.157810, -2.037267, 0.286223]], "forces_ev_per_a": [[0.820, -0.762, 0.435], [1.417, -2.147, -0.129], [-1.338, 2.693, 0.226], [0.587, 1.955, 1.265], [-3.667, 1.798, -0.101], [1.622, 0.446, -1.125], [1.915, -1.757, -0.029], [-0.902, -0.618, 0.547], [-0.649, -0.076, -0.896], [0.195, -1.532, -0.195]]}